A.
The following is a quantum chemistry calculation of C7H7NO2S in the gas phase, from the OMol25 dataset.

ORCA input file:
```
! wB97M-V def2-TZVPD RIJCOSX def2/J DEFGRID3
* xyz 0 1
C 1.158 -0.065 2.064
C 1.669 1.022 1.573
C 0.092 0.832 -1.716
C 1.077 0.961 -1.022
C 2.434 -2.218 -0.642
C 1.342 -1.367 1.461
C -1.006 0.551 -2.644
N 1.945 -1.398 0.102
O 2.774 -3.013 -1.416
O 2.868 2.634 -0.129
S 2.575 1.205 -0.077
H 0.446 0.074 2.878
H 1.448 2.018 1.920
H 1.879 -2.029 2.171
H 0.404 -1.862 1.198
H -2.018 0.473 -2.113
H -0.609 -0.289 -3.343
H -1.190 1.452 -3.470
*
```

LUMO energy = 0.44 eV
HOMO level = -9.049 eV
HOMO-LUMO gap = 9.49 eV

B.
The following is a quantum chemistry calculation of 2 unconnected molecules or ions with the total composition C7H7NO2S, from the OMol25 dataset.

ORCA input file:
```
! wB97M-V def2-TZVPD RIJCOSX def2/J DEFGRID3
* xyz 0 1
C 0.454 -1.067 1.600
C 1.343 -0.223 1.039
C -0.857 -1.211 1.083
C 1.008 0.523 -0.082
C -1.295 -0.347 0.071
C -0.338 0.457 -0.465
C -0.653 1.456 -1.609
N -1.958 2.027 -1.387
O -2.746 2.114 -2.324
O -2.028 2.600 -0.307
S -0.241 0.783 -3.234
H 0.731 -1.762 2.377
H 2.262 0.020 1.524
H -1.538 -2.025 1.401
H 1.671 1.081 -0.736
H -2.311 -0.345 -0.265
H 0.431 2.654 -1.290
H 1.154 0.604 -3.028
*
```

LUMO energy = -1.01 eV
HOMO level = -9.441 eV
HOMO-LUMO gap = 8.43 eV

Stability ranking, top entry: A; the second entry is 101.3 kJ/mol less favorable.

A.
The following is a quantum chemistry calculation of C2H4NP in the gas phase, from the OMol25 dataset.

ORCA input file:
```
! wB97M-V def2-TZVPD RIJCOSX def2/J DEFGRID3
* xyz 0 1
C 1.869 0.044 0.141
C 0.607 -0.180 -0.169
N -0.508 -0.353 -0.706
P -1.977 -0.487 -0.032
H 2.219 0.956 0.216
H 2.574 -0.826 0.510
H -2.879 0.273 -0.777
H -1.905 0.573 0.817
*
```

LUMO energy = 0.87 eV
HOMO level = -8.991 eV
HOMO-LUMO gap = 9.86 eV

B.
The following is a quantum chemistry calculation of 2 unconnected molecules or ions with the total composition C2H4NP, from the OMol25 dataset.

ORCA input file:
```
! wB97M-V def2-TZVPD RIJCOSX def2/J DEFGRID3
* xyz 0 1
C 1.011 0.504 -0.115
C 2.077 -0.356 -0.387
N 1.911 -0.043 0.856
H 2.774 -0.726 -1.019
P -2.335 -0.185 0.080
H -1.025 -0.572 0.834
H -1.479 0.366 -0.756
H -2.935 1.013 0.507
*
```

LUMO energy = 0.10 eV
HOMO level = -9.140 eV
HOMO-LUMO gap = 9.24 eV

Stability ranking, top entry: A; the second entry is 324.9 kJ/mol less favorable.

A.
The following is a quantum chemistry calculation of 2 unconnected molecules or ions with the total composition CH2ClNO2S, from the OMol25 dataset.

ORCA input file:
```
! wB97M-V def2-TZVPD RIJCOSX def2/J DEFGRID3
* xyz 0 1
C 0.920 0.170 -0.537
N 0.904 -0.925 0.266
O -0.243 0.754 -0.732
O 1.993 0.579 -1.016
S -2.559 0.474 -0.221
Cl -2.803 1.719 1.251
H 0.035 -1.329 0.570
H 1.753 -1.442 0.420
*
```

LUMO energy (spin up / spin down) = -3.64 / -3.64 eV
HOMO level (spin up / spin down) = -9.924 / -9.943 eV
HOMO-LUMO gap (spin up / spin down) = 6.28 / 6.31 eV

B.
The following is a quantum chemistry calculation of CH2ClNO2S in the gas phase, from the OMol25 dataset.

ORCA input file:
```
! wB97M-V def2-TZVPD RIJCOSX def2/J DEFGRID3
* xyz 0 1
N 0.120 0.206 -0.011
C 0.411 1.492 0.282
O -0.219 2.445 -0.136
O 1.589 1.636 1.043
S 2.706 0.449 2.130
Cl 3.995 0.449 0.560
H 0.559 -0.552 0.563
H -0.634 0.023 -0.601
*
```

LUMO energy = -1.77 eV
HOMO level = -10.188 eV
HOMO-LUMO gap = 8.42 eV

Stability ranking, top entry: B; the second entry is 126.4 kJ/mol less favorable.

A.
The following is a quantum chemistry calculation of ClH2O2PS in the gas phase, from the OMol25 dataset.

ORCA input file:
```
! wB97M-V def2-TZVPD RIJCOSX def2/J DEFGRID3
* xyz 0 1
O 0.969 -0.109 0.928
P -0.352 -0.205 -0.016
O 0.398 -0.103 -1.453
S -1.579 -1.695 0.297
Cl -0.996 1.841 0.180
H 0.836 -0.426 1.924
H 0.723 0.697 -1.859
*
```

LUMO energy = 0.08 eV
HOMO level = -9.882 eV
HOMO-LUMO gap = 9.96 eV

B.
The following is a quantum chemistry calculation of 2 unconnected molecules or ions with the total composition ClH2O2PS, from the OMol25 dataset.

ORCA input file:
```
! wB97M-V def2-TZVPD RIJCOSX def2/J DEFGRID3
* xyz 0 1
O 1.656 -0.322 1.819
P 1.636 -0.526 0.421
S 1.845 -2.040 -0.735
Cl 1.190 1.125 -0.583
O -1.869 0.577 -0.590
H -2.017 -0.056 0.029
H -2.441 1.243 -0.361
*
```

LUMO energy = -0.42 eV
HOMO level = -10.172 eV
HOMO-LUMO gap = 9.75 eV

Stability ranking, top entry: A; the second entry is 148.0 kJ/mol less favorable.

A.
The following is a quantum chemistry calculation of C5H11NO3S in the gas phase, from the OMol25 dataset.

ORCA input file:
```
! wB97M-V def2-TZVPD RIJCOSX def2/J DEFGRID3
* xyz 0 1
N -3.582 -0.444 0.329
S -2.137 -0.451 1.005
O -1.528 -1.706 1.400
O -2.025 0.602 1.948
O -1.329 0.080 -0.315
C 0.082 0.356 0.109
C 0.957 -0.906 0.073
C 2.274 -0.296 -0.168
C 2.088 1.047 -0.858
C 0.674 1.150 -1.079
H -4.227 0.412 0.381
H -4.126 -1.443 0.503
H 0.282 0.807 1.041
H 0.485 -1.866 -0.591
H 0.962 -1.288 0.977
H 3.022 -1.088 -0.705
H 2.649 -0.594 1.018
H 2.295 1.850 -0.205
H 2.629 1.057 -1.812
H 0.124 2.104 -1.096
H 0.431 0.616 -1.954
*
```

LUMO energy = 0.28 eV
HOMO level = -10.081 eV
HOMO-LUMO gap = 10.36 eV

B.
The following is a quantum chemistry calculation of C5H11NO3S in the gas phase, from the OMol25 dataset.

ORCA input file:
```
! wB97M-V def2-TZVPD RIJCOSX def2/J DEFGRID3
* xyz 0 1
N 2.936 -0.553 -0.034
C 1.449 -0.631 0.038
C 0.825 0.798 -0.162
C -0.393 0.810 -1.151
C -1.351 -0.428 -1.045
C -2.064 -0.626 0.333
O -1.238 -0.367 1.484
S -0.978 1.275 1.616
O -0.939 1.679 3.039
O 0.590 1.462 1.093
H 3.299 -1.499 -0.097
H 3.211 -0.182 0.874
H 1.129 -1.013 1.034
H 1.137 -1.345 -0.746
H 1.635 1.383 -0.654
H -0.943 1.777 -1.116
H 0.045 0.775 -2.175
H -2.166 -0.258 -1.789
H -0.837 -1.346 -1.399
H -2.360 -1.694 0.405
H -2.989 -0.020 0.450
*
```

LUMO energy = 0.74 eV
HOMO level = -9.720 eV
HOMO-LUMO gap = 10.46 eV

Stability ranking, top entry: B; the second entry is 205.6 kJ/mol less favorable.

A.
The following is a quantum chemistry calculation of a gas-phase ion, C6H10NO (charge +1), from the OMol25 dataset.

ORCA input file:
```
! wB97M-V def2-TZVPD RIJCOSX def2/J DEFGRID3
* xyz 1 1
C 1.839 2.746 0.848
C 1.017 1.759 0.399
C 0.385 1.665 -0.943
O 0.957 0.617 1.264
C 0.253 -0.426 1.308
N -0.589 -0.968 0.503
C -1.450 -1.760 0.088
C -1.406 -2.785 -0.925
H 2.367 2.644 1.750
H 1.891 3.726 0.372
H 0.831 0.867 -1.464
H -0.724 1.712 -0.933
H 0.856 2.508 -1.440
H 0.562 -1.072 2.249
H -2.419 -1.593 0.606
H -0.447 -3.123 -1.392
H -2.135 -2.706 -1.747
H -1.785 -3.811 -0.542
*
```

LUMO energy = -4.44 eV
HOMO level = -13.430 eV
HOMO-LUMO gap = 8.99 eV

B.
The following is a quantum chemistry calculation of a gas-phase ion, C6H10NO (charge +1), from the OMol25 dataset.

ORCA input file:
```
! wB97M-V def2-TZVPD RIJCOSX def2/J DEFGRID3
* xyz 1 1
C -1.315 2.173 -2.072
N -1.193 0.927 -1.829
C 0.036 0.345 -1.336
C -0.030 -0.621 -0.433
C 1.134 -1.203 0.294
C 0.973 -1.233 1.836
C 0.107 -0.128 2.382
O -1.074 -0.072 2.150
H -0.442 2.795 -1.985
H -2.296 2.544 -2.344
H -2.017 0.351 -1.989
H 0.905 0.741 -1.845
H -1.039 -0.919 -0.151
H 1.212 -2.238 -0.031
H 2.025 -0.674 0.003
H 0.457 -2.160 2.100
H 1.965 -1.293 2.271
H 0.593 0.664 2.980
*
```

LUMO energy = -5.15 eV
HOMO level = -13.201 eV
HOMO-LUMO gap = 8.05 eV

Stability ranking, top entry: B; the second entry is 104.1 kJ/mol less favorable.

A.
The following is a quantum chemistry calculation of a gas-phase ion, C6H10NO (charge +1), from the OMol25 dataset.

ORCA input file:
```
! wB97M-V def2-TZVPD RIJCOSX def2/J DEFGRID3
* xyz 1 1
C -1.659 0.071 2.658
N -0.661 -0.229 1.954
C -0.036 0.681 0.985
C 0.675 1.687 1.444
C -0.356 0.345 -0.451
C 0.879 -0.028 -1.262
C 0.449 -0.727 -2.551
O 0.848 -1.805 -2.879
H -2.070 -0.657 3.354
H -2.312 0.914 2.549
H -0.248 -1.162 1.959
H 0.957 2.516 0.805
H 0.985 1.858 2.464
H -1.120 -0.428 -0.511
H -0.791 1.247 -0.884
H 1.454 0.845 -1.545
H 1.605 -0.688 -0.794
H -0.313 -0.158 -3.123
*
```

LUMO energy = -5.40 eV
HOMO level = -12.962 eV
HOMO-LUMO gap = 7.57 eV

B.
The following is a quantum chemistry calculation of 2 unconnected molecules or ions with the total composition C6H10NO, from the OMol25 dataset.

ORCA input file:
```
! wB97M-V def2-TZVPD RIJCOSX def2/J DEFGRID3
* xyz 1 1
C 0.092 3.292 0.069
C 1.424 -2.460 0.056
C -0.379 2.018 0.172
C 0.472 0.842 -0.042
C 0.707 -1.440 -0.296
C -1.366 -0.749 0.356
N 0.030 -0.340 0.074
O 0.692 -1.011 -2.386
H -0.675 3.985 0.150
H 1.174 3.422 -0.146
H 1.705 -3.232 -0.505
H 1.554 -2.711 1.098
H -1.456 1.882 0.406
H 1.422 0.992 -0.431
H -1.713 -0.305 1.230
H -1.391 -1.838 0.689
H -2.131 -0.633 -0.421
H 0.779 -1.942 -2.745
*
```

LUMO energy (spin up / spin down) = -6.02 / -6.02 eV
HOMO level (spin up / spin down) = -14.092 / -14.096 eV
HOMO-LUMO gap (spin up / spin down) = 8.08 / 8.08 eV

Stability ranking, top entry: A; the second entry is 359.8 kJ/mol less favorable.

A.
The following is a quantum chemistry calculation of C23H25NO5 in the gas phase, from the OMol25 dataset.

ORCA input file:
```
! wB97M-V def2-TZVPD RIJCOSX def2/J DEFGRID3
* xyz 0 1
C -1.562 4.109 2.190
C -0.415 3.383 1.496
C 0.546 2.766 2.509
O 0.249 4.364 0.699
C 1.110 3.991 -0.275
C 1.838 5.031 -0.865
C 2.748 4.769 -1.868
C 2.951 3.473 -2.303
C 2.216 2.427 -1.745
C 2.464 1.065 -2.272
O 3.448 0.799 -2.928
C 1.426 -0.001 -1.951
C 1.394 -1.104 -3.012
C 0.392 -2.186 -2.611
C 0.694 -2.723 -1.207
N 0.751 -1.627 -0.265
C -0.304 -1.196 0.473
O -0.377 -0.053 0.895
C -1.349 -2.209 0.809
C -2.682 -1.882 0.612
C -3.709 -2.756 0.957
C -3.345 -3.952 1.524
C -2.004 -4.278 1.747
C -0.985 -3.428 1.398
O -1.929 -5.514 2.329
C -3.262 -5.955 2.477
O -4.138 -4.977 1.959
C 1.771 -0.658 -0.603
C 1.294 2.690 -0.731
H -2.113 3.413 2.814
H -2.236 4.537 1.452
H -1.170 4.913 2.808
H -0.828 2.592 0.857
H 1.433 2.383 2.010
H 0.853 3.512 3.238
H 0.056 1.940 3.016
H 1.670 6.036 -0.509
H 3.307 5.581 -2.309
H 3.665 3.247 -3.079
H 0.437 0.458 -1.873
H 1.119 -0.680 -3.979
H 2.394 -1.531 -3.110
H 0.420 -3.009 -3.326
H -0.618 -1.767 -2.616
H -0.074 -3.435 -0.906
H 1.666 -3.227 -1.203
H -2.923 -0.923 0.180
H -4.744 -2.506 0.795
H 0.045 -3.679 1.589
H -3.400 -6.901 1.931
H -3.480 -6.118 3.545
H 1.824 0.076 0.201
H 2.733 -1.172 -0.682
H 0.732 1.889 -0.283
*
```

LUMO energy = 0.47 eV
HOMO level = -8.401 eV
HOMO-LUMO gap = 8.87 eV

B.
The following is a quantum chemistry calculation of C23H25NO5 in the gas phase, from the OMol25 dataset.

ORCA input file:
```
! wB97M-V def2-TZVPD RIJCOSX def2/J DEFGRID3
* xyz 0 1
C 4.671 0.837 -2.275
C 4.715 -0.668 -2.515
C 3.878 -1.474 -1.508
C 4.706 -2.194 -0.439
C 5.416 -1.293 0.574
C 4.544 -0.885 1.772
C 3.392 -0.001 1.402
C 2.103 -0.475 1.342
C 1.030 0.349 0.972
C -0.319 -0.084 0.886
C -1.317 0.766 0.517
C -2.709 0.202 0.465
O -2.897 -0.969 0.747
N -3.661 1.087 0.096
C -5.035 0.892 -0.044
C -5.799 1.985 -0.445
C -7.166 1.845 -0.597
C -7.781 0.633 -0.354
C -7.019 -0.465 0.049
O -7.708 -1.618 0.267
C -6.990 -2.759 0.676
C -5.645 -0.335 0.204
C -1.004 2.152 0.201
O -1.795 3.008 -0.143
O 0.299 2.535 0.296
C 1.289 1.694 0.664
C 2.582 2.195 0.739
C 3.625 1.361 1.107
O 4.891 1.822 1.201
H 3.644 1.196 -2.301
H 5.235 1.358 -3.046
H 5.099 1.095 -1.310
H 4.343 -0.860 -3.523
H 5.752 -1.008 -2.484
H 3.318 -2.240 -2.049
H 3.149 -0.817 -1.035
H 4.053 -2.884 0.101
H 5.458 -2.799 -0.951
H 5.797 -0.401 0.083
H 6.274 -1.835 0.977
H 4.166 -1.785 2.261
H 5.179 -0.346 2.480
H 1.899 -1.509 1.574
H -0.575 -1.109 1.115
H -3.335 2.032 -0.109
H -5.318 2.933 -0.635
H -7.759 2.692 -0.908
H -8.846 0.510 -0.467
H -7.733 -3.548 0.787
H -6.251 -3.059 -0.072
H -6.488 -2.595 1.634
H -5.031 -1.162 0.512
H 2.756 3.236 0.507
H 4.919 2.766 1.002
*
```

LUMO energy = -0.54 eV
HOMO level = -7.977 eV
HOMO-LUMO gap = 7.44 eV

Stability ranking, top entry: B; the second entry is 74.3 kJ/mol less favorable.